#A
A single C4H5NO2S molecule, computed with ωB97M-V with the def2-TZVPD basis set.

ORCA input file:
```
! RIJCOSX wB97M-V def2-TZVPD def2/J DEFGRID3
* xyz 0 1
S -0.50 -2.00 2.83
O -1.00 -0.11 1.04
O 1.60 -0.10 -1.35
N 0.84 -1.21 0.66
C -0.43 0.42 -0.10
C 0.71 -0.26 -0.35
C -1.10 1.53 -0.81
C -0.23 -1.10 1.50
H 2.33 -0.72 -1.26
H -0.48 1.84 -1.64
H -2.07 1.22 -1.18
H 1.58 -1.89 0.78
H -1.25 2.37 -0.13
*
```

Values from the calculation:
SMILES: Cc1oc(=S)[nH]c1O
Orbital gap in eV: 7.92
HOMO level in eV: -7.794

=====

#B
A molecular structure, C4H5NO2S, computed with ωB97M-V with the def2-TZVPD basis set.

ORCA input file:
```
! RIJCOSX wB97M-V def2-TZVPD def2/J DEFGRID3
* xyz 0 1
S 1.55 1.48 0.53
O -1.54 1.57 -0.09
O -1.58 -0.66 0.33
N 2.86 0.57 0.09
C 0.47 0.26 -0.01
C -0.98 0.30 0.09
C 2.52 -0.60 -0.26
C 1.15 -0.82 -0.46
H 0.78 -1.74 -0.71
H -0.95 2.27 -0.13
H -3.98 -0.33 0.31
H 3.34 -1.42 -0.48
H -3.64 -0.88 0.77
*
```

Values from the calculation:
Orbital gap in eV: 10.14
HOMO level in eV: -10.283

=====

#C
A single C4H5NO2S molecule, computed with ωB97M-V with the def2-TZVPD basis set.

ORCA input file:
```
! RIJCOSX wB97M-V def2-TZVPD def2/J DEFGRID3
* xyz 0 1
S -0.32 -1.23 -0.17
O -2.69 -0.11 0.19
O 0.32 1.22 -0.55
N -0.90 1.26 0.17
C 1.84 0.11 1.02
C -1.50 0.01 0.09
C 2.40 -0.15 -0.41
C 0.96 0.04 -0.16
H -1.42 1.95 -0.39
H 1.76 -0.71 1.69
H 2.83 -1.14 -0.63
H 2.04 1.13 1.41
H 2.90 0.68 -0.87
*
```

Values from the calculation:
SMILES: O=C1NOC2(CC2)S1
Orbital gap in eV: 10.26
HOMO level in eV: -9.587

=====

#D
A single C4H5NO2S molecule, computed with ωB97M-V with the def2-TZVPD basis set.

ORCA input file:
```
! RIJCOSX wB97M-V def2-TZVPD def2/J DEFGRID3
* xyz 0 1
S 2.80 -0.91 -0.17
O 0.08 -1.00 -0.10
O 1.52 2.21 -0.08
N -0.57 1.13 -0.08
C 1.22 -0.20 -0.08
C -0.94 -0.11 -0.10
C 0.79 1.08 -0.08
C -2.32 -0.65 -0.09
H -2.52 -1.30 -0.95
H 3.02 -1.18 1.13
H -2.53 -1.22 0.85
H -3.02 0.19 -0.14
H 2.48 1.96 -0.11
*
```

Values from the calculation:
SMILES: Cc1nc(O)c(S)o1
Orbital gap in eV: 9.34
HOMO level in eV: -8.805

=====

How far above the most stable structure does each one sit? In kcal/mol: #A 4.4; #B 37.2; #C 52.8; #D 0.0.

=====

#A
A single C4H5NO2S molecule, computed with ωB97M-V with the def2-TZVPD basis set.

ORCA input file:
```
! RIJCOSX wB97M-V def2-TZVPD def2/J DEFGRID3
* xyz 0 1
S 1.04 -1.36 0.67
O 1.05 1.37 -0.01
O -1.41 -1.23 -0.70
N 2.22 0.61 -0.46
C -1.07 0.70 1.00
C 0.25 0.26 0.41
C 2.29 -0.62 -0.24
C -1.08 0.07 -0.37
H -1.10 0.68 -1.28
H -1.64 0.31 1.84
H -2.34 -1.25 -0.88
H -1.31 1.83 0.67
H 3.09 -1.39 -0.65
*
```

Values from the calculation:
SMILES: O[C@H]1C[C@]12ON=CS2
Orbital gap in eV: 9.03
HOMO level in eV: -8.412

=====

#B
A single C4H5NO2S molecule, computed with ωB97M-V with the def2-TZVPD basis set.

ORCA input file:
```
! RIJCOSX wB97M-V def2-TZVPD def2/J DEFGRID3
* xyz 0 1
S -1.42 1.18 -0.66
O 1.87 -1.09 -0.31
O -0.67 -0.82 0.75
N -1.75 -1.27 0.04
C -2.24 -0.39 -0.70
C -0.09 0.34 0.16
C 1.06 0.96 0.88
C 1.28 0.15 -0.37
H -3.19 -0.49 -1.22
H 1.53 0.61 -1.33
H 1.31 0.53 1.84
H 1.14 2.01 0.85
H 1.18 -1.70 0.05
*
```

Values from the calculation:
SMILES: O[C@@H]1C[C@]12ON=CS2
Orbital gap in eV: 9.48
HOMO level in eV: -8.828

=====

How far above the most stable structure does each one sit? In kcal/mol: #A 35.5; #B 0.0.

=====

#A
2 unconnected molecules or ions with the total composition H3N2P, computed with ωB97M-V with the def2-TZVPD basis set.

ORCA input file:
```
! RIJCOSX wB97M-V def2-TZVPD def2/J DEFGRID3
* xyz 0 1
P -0.55 -1.05 0.02
N -1.30 0.40 0.05
N 2.24 -0.11 0.00
H -0.88 1.21 0.49
H -2.17 0.58 -0.43
H 2.66 -1.03 -0.12
*
```

Values from the calculation:
Orbital gap (alpha / beta) in eV: 6.41 / 6.70
HOMO level (alpha / beta) in eV: -7.866 / -8.062

=====

#B
2 unconnected molecules or ions with the total composition H3N2P, computed with ωB97M-V with the def2-TZVPD basis set.

ORCA input file:
```
! RIJCOSX wB97M-V def2-TZVPD def2/J DEFGRID3
* xyz 0 1
P -0.85 -0.20 -0.78
N 0.78 0.24 -0.30
N 0.09 -0.55 0.62
H 0.40 -2.03 0.10
H -1.42 1.02 -0.63
H 1.03 1.24 -0.02
*
```

Values from the calculation:
Orbital gap in eV: 9.10
HOMO level in eV: -9.246

=====

How far above the most stable structure does each one sit? In kcal/mol: #A 32.8; #B 0.0.

=====

#A
A single C17H27N3O molecule, computed with ωB97M-V with the def2-TZVPD basis set.

ORCA input file:
```
! RIJCOSX wB97M-V def2-TZVPD def2/J DEFGRID3
* xyz 0 1
O -1.20 -0.18 -0.91
N -1.02 3.59 -3.19
N -0.44 -1.99 0.17
N 0.21 3.04 1.11
C 1.11 1.32 -0.46
C -0.63 1.94 1.55
C -0.37 -0.68 -0.17
C 0.20 0.69 1.81
C -2.98 2.82 -2.09
C -1.46 -2.81 -0.46
C -2.21 3.02 -3.22
C -0.54 3.96 -2.02
C 0.50 -2.70 1.00
C -2.47 3.22 -0.86
C 1.37 2.59 0.35
C 2.08 -5.46 1.32
C -0.54 4.13 0.51
C 1.77 -4.72 0.03
C -1.20 3.79 -0.81
C 0.74 0.15 0.47
C 1.74 -3.20 0.22
H -3.96 2.37 -2.16
H 1.74 -2.72 -0.76
H 2.65 -2.89 0.73
H -1.01 -3.57 -1.10
H -1.14 2.26 2.46
H 2.54 -4.96 -0.71
H -2.56 2.72 -4.20
H 1.62 -0.47 0.65
H 0.80 -2.07 1.83
H -2.10 -2.16 -1.06
H 0.81 -5.06 -0.37
H 0.44 4.43 -2.05
H 1.03 0.94 2.48
H -2.07 -3.31 0.30
H -3.06 3.11 0.04
H -1.30 4.43 1.23
H 1.99 1.07 -1.05
H -1.40 1.68 0.80
H 1.69 3.39 -0.32
H 1.34 -5.26 2.08
H -0.42 -0.06 2.30
H 0.15 4.97 0.37
H -0.03 -3.56 1.43
H 2.19 2.41 1.06
H 0.28 1.49 -1.15
H 3.05 -5.16 1.71
H 2.10 -6.53 1.14
*
```

Values from the calculation:
SMILES: CCCCN(C)C(=O)C1CCN(Cc2cccnc2)CC1
Orbital gap in eV: 8.84
HOMO level in eV: -8.076

=====

#B
A single C17H27N3O molecule, computed with ωB97M-V with the def2-TZVPD basis set.

ORCA input file:
```
! RIJCOSX wB97M-V def2-TZVPD def2/J DEFGRID3
* xyz 0 1
O 4.34 1.74 -1.76
N 1.29 0.27 -2.50
N -2.55 -2.36 -2.65
N 2.61 0.52 -2.45
C 2.15 2.49 -1.07
C -0.34 -0.37 3.46
C -2.84 0.01 -2.74
C 1.62 -1.89 -3.66
C 0.81 -0.79 -3.01
C 1.57 0.82 0.79
C -1.25 -2.19 -2.79
C -2.16 0.47 5.04
C 0.07 0.68 0.51
C -0.50 -0.68 0.92
C -1.05 -0.55 4.80
C -3.33 -1.29 -2.63
C -1.47 0.18 -2.88
C 2.13 2.19 0.43
C -1.24 -0.66 2.26
C -0.64 -0.94 -2.91
C 3.14 1.59 -1.77
H 1.53 2.96 0.93
H 2.13 -2.49 -2.90
H -2.57 0.35 6.04
H -1.76 1.48 4.96
H -2.04 0.07 2.21
H 0.52 -1.04 3.43
H 0.30 -1.42 0.97
H 0.03 0.66 3.40
H 2.38 -1.46 -4.31
H 2.11 0.05 0.23
H 2.49 3.52 -1.22
H -0.31 -0.46 5.60
H -0.46 1.48 1.03
H 1.76 0.63 1.85
H 3.28 -0.11 -2.88
H 0.99 -2.53 -4.25
H -1.04 1.16 -2.98
H -1.47 -1.56 4.85
H -3.50 0.85 -2.71
H 1.16 2.36 -1.50
H 3.15 2.27 0.81
H -0.09 0.82 -0.56
H -1.21 -1.02 0.16
H -1.71 -1.64 2.41
H -2.96 0.35 4.32
H -0.67 -3.10 -2.77
H -4.39 -1.48 -2.53
*
```

Values from the calculation:
SMILES: CCCCCCCCCC(=O)N/N=C(\C)c1cccnc1
Orbital gap in eV: 9.18
HOMO level in eV: -8.814

=====

How far above the most stable structure does each one sit? In kcal/mol: #A 0.0; #B 3.4.

=====

#A
A gas-phase ion, C3H10N5 (charge +1), computed with ωB97M-V with the def2-TZVPD basis set.

ORCA input file:
```
! RIJCOSX wB97M-V def2-TZVPD def2/J DEFGRID3
* xyz 1 1
N 2.12 -0.33 -0.10
N 0.54 1.30 0.40
N 1.88 1.00 0.36
N 1.28 -1.33 -0.41
N -0.20 0.53 -0.55
C -0.81 -1.60 0.64
C -0.03 -0.91 -0.57
C -1.51 1.10 -0.48
H 3.06 -0.54 0.20
H -1.70 1.52 0.50
H -2.40 0.35 -0.54
H 0.45 2.26 0.30
H -0.67 -1.30 1.64
H -1.84 -1.58 0.55
H 2.55 1.69 0.05
H -1.42 1.98 -1.18
H -0.75 -2.71 0.75
H -0.54 -1.42 -1.55
*
```

Values from the calculation:
SMILES: C[C@@H]1N=[NH+]NNN1C
Orbital gap (alpha / beta) in eV: 7.43 / 7.45
HOMO level (alpha / beta) in eV: -12.938 / -12.944

=====

#B
A molecular structure, C3H10N5, computed with ωB97M-V with the def2-TZVPD basis set.

ORCA input file:
```
! RIJCOSX wB97M-V def2-TZVPD def2/J DEFGRID3
* xyz 1 1
N 0.43 -0.59 0.97
N 0.25 3.22 -1.25
N 0.60 0.65 0.85
N -0.23 1.14 0.04
N -0.98 0.33 -0.64
C -0.89 -0.85 -0.37
C -1.23 -2.20 -0.61
C 1.22 -1.50 1.74
H -2.06 -2.58 0.06
H -0.40 3.90 -0.90
H 0.92 -1.51 2.78
H 2.29 -1.27 1.81
H 1.05 -2.41 1.30
H -0.40 -2.90 -0.33
H -0.27 2.77 -2.07
H 0.08 2.29 -0.37
H 1.10 3.71 -1.42
H -1.49 -2.21 -1.58
*
```

Values from the calculation:
Orbital gap in eV: 10.82
HOMO level in eV: -13.846

=====

How far above the most stable structure does each one sit? In kcal/mol: #A 74.7; #B 0.0.

=====

#A
A molecular structure, C2H3NS2, computed with ωB97M-V with the def2-TZVPD basis set.

ORCA input file:
```
! RIJCOSX wB97M-V def2-TZVPD def2/J DEFGRID3
* xyz 0 1
S -2.30 0.50 0.05
S 2.10 0.80 -0.01
N 0.42 -1.27 -0.13
C -0.89 1.22 0.18
C 0.71 0.00 -0.01
H -0.65 2.25 0.35
H -0.54 -1.58 -0.14
H 1.17 -1.92 -0.29
*
```

Values from the calculation:
Orbital gap in eV: 7.29
HOMO level in eV: -8.003

=====

#B
A single C2H3NS2 molecule, computed with ωB97M-V with the def2-TZVPD basis set.

ORCA input file:
```
! RIJCOSX wB97M-V def2-TZVPD def2/J DEFGRID3
* xyz 0 1
S -1.38 0.60 2.08
S -0.61 -1.91 -0.44
N -0.04 0.80 1.36
C 0.66 0.41 0.38
C -0.03 -0.24 -0.86
H 0.72 -0.40 -1.76
H -0.99 0.17 -1.29
H 1.66 0.58 0.51
*
```

Values from the calculation:
Orbital gap (alpha / beta) in eV: 5.15 / 5.32
HOMO level (alpha / beta) in eV: -8.033 / -8.203

=====

#C
A single C2H3NS2 molecule, computed with ωB97M-V with the def2-TZVPD basis set.

ORCA input file:
```
! RIJCOSX wB97M-V def2-TZVPD def2/J DEFGRID3
* xyz 0 1
S 2.52 -0.30 -0.06
S -2.57 -0.27 0.00
N 0.06 0.00 0.16
C 1.19 0.62 0.17
C -1.16 0.52 -0.14
H 0.02 -0.94 0.01
H 1.32 1.64 0.01
H -1.12 1.61 -0.30
*
```

Values from the calculation:
SMILES: S=CNC=S
Orbital gap in eV: 7.99
HOMO level in eV: -9.065

=====

How far above the most stable structure does each one sit? In kcal/mol: #A 21.6; #B 67.8; #C 0.0.